# C42H105N7O14

A cluster of 7 separate species, C42H105N7O14 in total (the ωB97M-V functional and the def2-TZVPD basis, the Open Molecules 2025 dataset).

Element x y z (Å)
1 C -4.254 3.791 6.120
2 O -5.457 3.153 5.859
3 C -5.347 1.746 5.546
4 C -4.526 1.305 4.353
5 N -4.958 -0.059 3.931
6 C -5.024 -0.207 2.499
7 C -3.784 -0.138 1.711
8 O -2.752 -1.152 2.206
9 C -3.294 -2.537 2.419
10 H -3.497 3.502 5.391
11 H -3.838 3.642 7.116
12 H -4.460 4.861 6.072
13 H -6.401 1.603 5.310
14 H -5.096 1.077 6.369
15 H -3.460 1.369 4.571
16 H -4.823 1.879 3.476
17 H -4.303 -0.678 4.385
18 H -5.702 0.532 2.073
19 H -5.490 -1.135 2.168
20 H -3.273 0.807 1.892
21 H -3.942 -0.394 0.663
22 H -2.546 -3.323 2.526
23 H -3.976 -2.945 1.674
24 H -3.876 -2.566 3.340
25 C 2.473 0.427 3.522
26 O 1.291 1.328 3.462
27 C 0.128 0.430 3.779
28 C -0.181 0.231 5.264
29 N -0.759 1.464 5.921
30 C 0.262 2.338 6.521
31 C -0.225 3.824 6.686
32 O -0.544 4.517 5.463
33 C 0.515 4.990 4.838
34 H 2.414 -0.603 3.172
35 H 2.981 0.455 4.487
36 H 3.111 0.855 2.749
37 H 0.170 -0.418 3.095
38 H -0.728 0.993 3.406
39 H 0.705 0.088 5.882
40 H -0.923 -0.568 5.290
41 H -1.353 1.983 5.290
42 H 1.137 2.345 5.871
43 H 0.721 1.986 7.445
44 H 0.587 4.291 7.244
45 H -1.117 3.806 7.311
46 H 1.056 5.637 5.529
47 H 0.360 5.485 3.879
48 H 1.331 4.304 4.611
49 C -2.318 -1.075 -3.400
50 O -1.864 -2.337 -4.032
51 C -1.970 -3.331 -3.070
52 C -1.129 -4.590 -3.490
53 N -1.689 -5.163 -4.724
54 C -1.146 -6.452 -5.117
55 C -1.857 -7.101 -6.263
56 O -1.796 -6.189 -7.339
57 C -1.994 -6.826 -8.642
58 H -2.280 -0.225 -4.082
59 H -1.610 -0.859 -2.599
60 H -3.289 -1.076 -2.907
61 H -3.011 -3.621 -2.925
62 H -1.606 -2.807 -2.187
63 H -1.325 -5.334 -2.717
64 H -0.074 -4.317 -3.526
65 H -1.719 -4.523 -5.505
66 H -1.092 -7.057 -4.212
67 H -0.099 -6.313 -5.386
68 H -2.805 -7.604 -6.071
69 H -1.176 -7.948 -6.356
70 H -1.458 -7.775 -8.686
71 H -2.013 -6.239 -9.560
72 H -2.985 -7.210 -8.886
73 C 6.174 -3.874 5.340
74 O 6.077 -3.005 4.190
75 C 4.726 -2.714 3.861
76 C 4.258 -3.801 2.934
77 N 3.621 -4.958 3.688
78 C 3.241 -5.913 2.622
79 C 2.723 -7.217 3.137
80 O 2.167 -7.823 1.998
81 C 2.114 -9.260 2.230
82 H 6.784 -4.776 5.291
83 H 5.162 -4.157 5.630
84 H 6.509 -3.237 6.158
85 H 4.665 -1.861 3.185
86 H 4.048 -2.471 4.679
87 H 5.096 -4.097 2.303
88 H 3.621 -3.355 2.170
89 H 2.757 -4.543 4.009
90 H 4.174 -6.174 2.124
91 H 2.482 -5.641 1.889
92 H 2.018 -6.919 3.913
93 H 3.519 -7.842 3.541
94 H 3.060 -9.737 2.484
95 H 1.653 -9.755 1.376
96 H 1.379 -9.498 2.999
97 C 5.361 2.446 -3.861
98 O 6.164 1.325 -3.433
99 C 6.009 0.291 -4.391
100 C 6.721 -1.094 -4.053
101 N 6.669 -1.347 -2.583
102 C 5.328 -1.409 -2.002
103 C 5.191 -1.217 -0.529
104 O 5.373 0.176 -0.120
105 C 5.723 0.435 1.244
106 H 4.307 2.269 -4.075
107 H 5.949 2.847 -4.687
108 H 5.356 3.234 -3.107
109 H 6.504 0.635 -5.300
110 H 4.952 0.127 -4.601
111 H 7.769 -1.047 -4.349
112 H 6.263 -1.920 -4.598
113 H 7.302 -0.705 -2.127
114 H 4.885 -2.364 -2.287
115 H 4.589 -0.670 -2.309
116 H 6.091 -1.650 -0.094
117 H 4.347 -1.709 -0.046
118 H 5.488 1.401 1.691
119 H 6.772 0.214 1.440
120 H 5.167 -0.148 1.978
121 C -1.782 5.843 -2.278
122 O -1.851 7.118 -2.949
123 C -3.157 7.527 -3.420
124 C -2.970 8.363 -4.662
125 N -4.214 8.947 -4.972
126 C -5.501 8.265 -4.722
127 C -5.697 7.146 -5.744
128 O -6.065 7.612 -7.103
129 C -7.002 8.723 -7.203
130 H -2.425 5.840 -1.398
131 H -0.813 5.649 -1.817
132 H -2.050 5.022 -2.943
133 H -3.561 8.129 -2.606
134 H -3.670 6.587 -3.624
135 H -2.565 7.809 -5.509
136 H -2.103 8.971 -4.403
137 H -4.177 9.603 -5.740
138 H -6.245 9.051 -4.856
139 H -5.669 7.949 -3.693
140 H -6.636 6.673 -5.454
141 H -4.925 6.394 -5.909
142 H -6.695 9.722 -6.896
143 H -7.938 8.348 -6.790
144 H -7.262 8.821 -8.257
145 C 1.138 2.545 -2.835
146 O 0.199 2.113 -1.904
147 C 0.453 2.486 -0.542
148 C -0.577 1.654 0.381
149 N -0.633 0.214 0.294
150 C 0.589 -0.493 0.093
151 C 0.406 -1.947 -0.082
152 O 0.081 -2.503 1.208
153 C 0.010 -3.877 1.196
154 H 2.152 2.308 -2.513
155 H 1.234 3.602 -3.085
156 H 1.075 1.902 -3.713
157 H 0.219 3.545 -0.431
158 H 1.448 2.235 -0.175
159 H -1.565 1.970 0.048
160 H -0.530 2.086 1.381
161 H -1.280 -0.211 0.943
162 H 1.267 -0.381 0.939
163 H 0.947 -0.086 -0.853
164 H 1.367 -2.257 -0.492
165 H -0.424 -2.031 -0.783
166 H -0.866 -4.271 0.680
167 H 0.020 -4.278 2.209
168 H 0.908 -4.280 0.730

HOMO level (spin up / spin down): -9.43 / -9.43 eV
Multiplicity: 2
Lowest unoccupied orbital energy (spin up / spin down): -2.91 / -7.66 eV
Charge: +1

Here are the Löwdin charges for atoms 1 to 99, given in e:
1 C -0.135
2 O -0.177
3 C -0.195
4 C -0.197
5 N -0.032
6 C -0.268
7 C -0.159
8 O -0.236
9 C -0.063
10 H 0.069
11 H 0.084
12 H 0.092
13 H 0.123
14 H 0.125
15 H 0.098
16 H 0.119
17 H 0.097
18 H 0.126
19 H 0.112
20 H 0.108
21 H 0.124
22 H 0.069
23 H 0.084
24 H 0.069
25 C -0.094
26 O -0.199
27 C -0.183
28 C -0.159
29 N -0.053
30 C -0.201
31 C -0.159
32 O -0.163
33 C -0.202
34 H 0.069
35 H 0.085
36 H 0.066
37 H 0.097
38 H 0.093
39 H 0.111
40 H 0.109
41 H 0.069
42 H 0.090
43 H 0.115
44 H 0.116
45 H 0.114
46 H 0.088
47 H 0.095
48 H 0.081
49 C -0.063
50 O -0.183
51 C -0.254
52 C -0.175
53 N -0.065
54 C -0.233
55 C -0.248
56 O -0.165
57 C -0.086
58 H 0.082
59 H 0.062
60 H 0.083
61 H 0.121
62 H 0.074
63 H 0.111
64 H 0.113
65 H 0.106
66 H 0.120
67 H 0.119
68 H 0.128
69 H 0.112
70 H 0.082
71 H 0.083
72 H 0.070
73 C -0.086
74 O -0.178
75 C -0.245
76 C -0.206
77 N -0.010
78 C -0.235
79 C -0.267
80 O -0.179
81 C -0.088
82 H 0.088
83 H 0.067
84 H 0.080
85 H 0.083
86 H 0.124
87 H 0.125
88 H 0.099
89 H 0.097
90 H 0.125
91 H 0.105
92 H 0.123
93 H 0.123
94 H 0.086
95 H 0.082
96 H 0.083
97 C -0.095
98 O -0.193
99 C -0.234


# C42H107N7O15

A cluster of 8 separate species, C42H107N7O15 in total (the ωB97M-V functional and the def2-TZVPD basis, the Open Molecules 2025 dataset).

Element x y z (Å)
1 O 22.006 -9.041 -0.639
2 H 21.495 -9.850 -0.649
3 H 21.663 -8.531 -1.373
4 C 23.236 -16.126 10.673
5 O 22.465 -15.319 11.502
6 C 23.077 -14.448 12.403
7 C 23.019 -12.937 12.000
8 N 23.533 -12.603 10.708
9 C 23.261 -11.228 10.323
10 C 23.572 -10.960 8.790
11 O 22.545 -11.554 8.023
12 C 22.624 -11.225 6.609
13 H 22.504 -16.523 9.971
14 H 23.536 -16.920 11.357
15 H 24.029 -15.616 10.126
16 H 24.019 -14.813 12.813
17 H 22.492 -14.712 13.284
18 H 23.619 -12.406 12.739
19 H 21.984 -12.603 12.071
20 H 23.058 -13.221 10.065
21 H 23.546 -10.434 11.013
22 H 22.189 -11.078 10.451
23 H 24.482 -11.514 8.560
24 H 23.759 -9.896 8.653
25 H 23.571 -11.576 6.201
26 H 22.393 -10.168 6.473
27 H 21.815 -11.785 6.141
28 C 18.240 -15.565 -6.304
29 O 18.873 -14.439 -5.638
30 C 17.826 -13.327 -5.368
31 C 17.606 -12.489 -6.660
32 N 18.803 -12.048 -7.331
33 C 19.407 -11.013 -6.549
34 C 20.931 -10.800 -6.896
35 O 21.675 -10.097 -5.834
36 C 21.845 -10.847 -4.633
37 H 18.911 -16.358 -6.635
38 H 17.873 -15.132 -7.235
39 H 17.503 -16.134 -5.739
40 H 18.274 -12.643 -4.648
41 H 16.951 -13.757 -4.881
42 H 16.924 -11.718 -6.301
43 H 16.968 -13.242 -7.123
44 H 19.336 -12.900 -7.428
45 H 19.418 -11.116 -5.464
46 H 18.956 -10.022 -6.596
47 H 21.116 -10.194 -7.783
48 H 21.499 -11.722 -7.023
49 H 22.286 -10.165 -3.906
50 H 22.485 -11.729 -4.656
51 H 20.914 -11.017 -4.093
52 C 28.635 -20.106 -2.419
53 O 28.274 -18.772 -2.730
54 C 27.290 -18.583 -3.772
55 C 27.017 -17.077 -4.029
56 N 27.376 -16.366 -2.788
57 C 26.128 -16.300 -2.029
58 C 26.412 -15.563 -0.672
59 O 27.459 -16.231 0.046
60 C 27.187 -17.379 0.857
61 H 29.633 -20.118 -1.980
62 H 28.629 -20.820 -3.243
63 H 27.960 -20.512 -1.666
64 H 26.350 -19.063 -3.500
65 H 27.600 -19.032 -4.716
66 H 26.021 -16.824 -4.391
67 H 27.748 -16.722 -4.756
68 H 27.914 -17.109 -2.366
69 H 26.063 -17.357 -1.774
70 H 25.292 -15.845 -2.562
71 H 25.627 -15.425 0.072
72 H 26.813 -14.592 -0.960
73 H 28.000 -17.558 1.560
74 H 27.007 -18.351 0.398
75 H 26.304 -17.187 1.467
76 C 25.993 -24.740 -2.452
77 O 25.192 -24.050 -1.464
78 C 23.867 -23.615 -1.811
79 C 23.144 -22.735 -0.639
80 N 23.572 -21.320 -0.501
81 C 22.612 -20.541 0.204
82 C 23.286 -19.196 0.645
83 O 22.551 -18.165 0.061
84 C 22.992 -16.917 0.524
85 H 25.820 -24.284 -3.427
86 H 25.695 -25.787 -2.503
87 H 27.067 -24.576 -2.363
88 H 23.271 -24.527 -1.828
89 H 23.698 -23.086 -2.749
90 H 23.190 -23.249 0.321
91 H 22.081 -22.661 -0.871
92 H 23.729 -20.868 -1.390
93 H 22.351 -21.103 1.101
94 H 21.810 -20.422 -0.525
95 H 24.351 -19.088 0.438
96 H 23.222 -19.041 1.723
97 H 22.284 -16.187 0.130
98 H 23.967 -16.705 0.085
99 H 23.053 -16.743 1.599
100 C 18.195 -13.102 3.096
101 O 18.635 -11.784 2.650
102 C 20.002 -11.816 2.483
103 C 20.179 -10.268 2.212
104 N 19.366 -9.948 1.069
105 C 18.685 -8.629 1.244
106 C 17.384 -8.915 1.987
107 O 16.707 -9.638 0.909
108 C 15.411 -10.127 1.320
109 H 18.889 -13.562 3.799
110 H 18.254 -13.837 2.294
111 H 17.132 -13.078 3.339
112 H 20.166 -12.463 1.621
113 H 20.610 -12.205 3.300
114 H 21.237 -10.042 2.075
115 H 19.943 -9.637 3.068
116 H 18.701 -10.708 1.027
117 H 18.647 -8.241 0.226
118 H 19.216 -7.924 1.884
119 H 16.891 -7.951 2.109
120 H 17.429 -9.464 2.928
121 H 15.223 -11.009 0.709
122 H 14.605 -9.449 1.041
123 H 15.424 -10.501 2.344
124 C 18.103 -22.742 11.484
125 O 18.884 -21.630 11.118
126 C 18.451 -21.101 9.884
127 C 19.278 -19.873 9.475
128 N 18.678 -19.140 8.364
129 C 19.450 -18.213 7.764
130 C 18.681 -17.455 6.581
131 O 19.630 -17.177 5.482
132 C 19.043 -17.097 4.305
133 H 17.021 -22.615 11.519
134 H 18.413 -23.285 12.376
135 H 18.463 -23.499 10.787
136 H 17.400 -20.814 9.851
137 H 18.603 -21.825 9.083
138 H 20.306 -20.227 9.399
139 H 19.330 -19.091 10.232
140 H 17.693 -18.942 8.470
141 H 20.329 -18.723 7.368
142 H 19.667 -17.480 8.542
143 H 18.526 -16.461 7.002
144 H 17.840 -18.104 6.338
145 H 18.315 -17.817 3.930
146 H 19.853 -16.770 3.654
147 H 18.517 -16.144 4.351
148 C 20.711 -14.556 -3.133
149 O 21.112 -14.051 -1.843
150 C 22.452 -13.587 -1.779
151 C 22.813 -12.798 -0.605
152 N 22.814 -13.648 0.582
153 C 23.439 -12.980 1.761
154 C 23.609 -13.893 2.927
155 O 22.348 -14.081 3.617
156 C 22.546 -14.574 4.952
157 H 21.155 -15.452 -3.567
158 H 20.601 -13.708 -3.809
159 H 19.673 -14.890 -3.131
160 H 22.658 -13.082 -2.723
161 H 23.157 -14.369 -2.061
162 H 22.008 -12.100 -0.375
163 H 23.799 -12.334 -0.640
164 H 21.864 -13.950 0.748
165 H 22.874 -12.113 2.103
166 H 24.386 -12.550 1.434
167 H 24.235 -13.446 3.699
168 H 24.102 -14.838 2.701
169 H 22.913 -13.781 5.604
170 H 23.327 -15.334 5.008
171 H 21.656 -15.001 5.413

HOMO level (spin up / spin down): -9.51 / -9.51 eV
Multiplicity: 2
Lowest unoccupied orbital energy (spin up / spin down): -3.10 / -7.74 eV
Charge: +1

Here are the Löwdin charges for atoms 1 to 99, given in e:
1 O -0.061
2 H -0.006
3 H 0.029
4 C -0.118
5 O -0.218
6 C -0.210
7 C -0.208
8 N -0.078
9 C -0.191
10 C -0.209
11 O -0.211
12 C -0.080
13 H 0.070
14 H 0.091
15 H 0.093
16 H 0.121
17 H 0.119
18 H 0.121
19 H 0.112
20 H 0.100
21 H 0.118
22 H 0.103
23 H 0.115
24 H 0.118
25 H 0.083
26 H 0.091
27 H 0.074
28 C -0.105
29 O -0.240
30 C -0.134
31 C -0.232
32 N -0.031
33 C -0.213
34 C -0.141
35 O -0.197
36 C -0.129
37 H 0.081
38 H 0.074
39 H 0.083
40 H 0.091
41 H 0.117
42 H 0.124
43 H 0.099
44 H 0.107
45 H 0.080
46 H 0.125
47 H 0.117
48 H 0.112
49 H 0.081
50 H 0.079
51 H 0.070
52 C -0.091
53 O -0.217
54 C -0.185
55 C -0.187
56 N -0.060
57 C -0.197
58 C -0.179
59 O -0.198
60 C -0.100
61 H 0.090
62 H 0.085
63 H 0.082
64 H 0.111
65 H 0.116
66 H 0.112
67 H 0.107
68 H 0.062
69 H 0.105
70 H 0.109
71 H 0.089
72 H 0.117
73 H 0.085
74 H 0.070
75 H 0.068
76 C -0.089
77 O -0.210
78 C -0.175
79 C -0.163
80 N -0.113
81 C -0.203
82 C -0.210
83 O -0.185
84 C -0.115
85 H 0.075
86 H 0.084
87 H 0.082
88 H 0.105
89 H 0.110
90 H 0.109
91 H 0.095
92 H 0.111
93 H 0.114
94 H 0.120
95 H 0.110
96 H 0.106
97 H 0.075
98 H 0.063
99 H 0.079


Result set for max |F|: 4.5; 6.8 eV/A, one per record in the order listed.